{"formula": "C23H78N8O16", "method": "ωB97M-V/def2-TZVPD", "symbols": ["H", "N", "H", "O", "H", "O", "H", "O", "O", "H", "H", "H", "C", "H", "C", "H", "H", "H", "H", "C", "H", "C", "H", "N", "H", "C", "H", "C", "N", "H", "H", "C", "H", "H", "O", "H", "H", "H", "H", "O", "H", "H", "H", "H", "O", "H", "H", "H", "O", "N", "H", "H", "C", "H", "H", "C", "C", "H", "H", "H", "C", "O", "H", "H", "C", "H", "H", "H", "O", "H", "C", "H", "N", "O", "H", "H", "O", "H", "H", "H", "C", "O", "C", "N", "H", "H", "O", "O", "H", "C", "H", "H", "H", "H", "H", "H", "H", "H", "H", "H", "N", "H", "H", "O", "H", "H", "C", "H", "H", "H", "N", "H", "C", "C", "H", "H", "C", "H", "H", "H", "C", "C", "C", "H", "H"], "coordinates": [[-16.44, -5.41, -2.59], [-20.83, -8.09, -5.92], [-20.10, -3.15, -4.14], [-16.61, -7.11, -3.73], [-18.83, -11.00, -6.68], [-15.58, -11.01, -6.18], [-19.15, -10.30, -10.50], [-21.30, -10.76, -6.14], [-22.30, -5.52, -2.47], [-20.43, -5.47, -3.17], [-16.88, -6.68, -5.68], [-23.60, -5.14, -8.61], [-23.08, -10.46, -1.80], [-21.10, -10.39, -7.03], [-23.48, -6.22, -8.55], [-22.59, -11.90, -7.17], [-23.17, -9.43, -7.21], [-18.97, -11.27, -9.14], [-18.23, -9.70, -2.52], [-18.90, -4.42, -8.62], [-17.14, -5.10, -6.30], [-17.60, -10.43, -2.12], [-17.02, -9.36, -6.06], [-19.40, -8.16, -4.24], [-16.53, -9.87, -3.79], [-21.15, -2.55, -5.95], [-14.35, -7.70, -7.90], [-20.56, -5.24, -0.98], [-15.08, -7.45, -7.21], [-24.23, -6.65, -7.86], [-17.77, -6.38, -0.76], [-23.54, -10.11, -6.41], [-19.48, -4.80, -9.52], [-22.10, -9.46, -3.53], [-15.56, -5.35, -8.36], [-17.22, -2.18, -5.19], [-22.93, -11.50, -2.12], [-23.55, -9.44, -5.53], [-22.33, -8.38, -2.13], [-17.93, -3.85, -5.60], [-20.94, -9.47, -1.01], [-24.08, -10.34, -2.09], [-24.61, -10.37, -6.66], [-18.08, -10.99, -5.06], [-17.66, -3.93, -9.03], [-16.73, -7.60, -1.23], [-18.80, -3.72, -5.27], [-18.65, -5.28, -7.98], [-21.81, -3.03, -7.05], [-20.52, -3.34, -5.11], [-15.76, -7.36, -3.47], [-18.15, -11.34, -2.45], [-17.97, -11.25, -6.07], [-21.02, -9.02, -5.67], [-18.44, -7.54, -7.48], [-24.05, -6.56, -4.92], [-16.24, -10.17, -2.79], [-20.04, -12.69, -10.75], [-23.71, -7.43, -4.46], [-21.21, -7.66, -6.76], [-19.71, -10.77, -9.73], [-19.67, -6.06, -5.53], [-14.97, -10.31, -6.03], [-21.69, -6.67, -8.77], [-16.80, -10.36, -6.55], [-23.06, -10.48, -0.71], [-20.71, -11.01, -3.01], [-18.60, -7.74, -3.75], [-17.51, -10.39, -0.66], [-18.39, -8.45, -10.29], [-19.94, -7.44, -5.21], [-18.06, -5.76, -3.17], [-20.61, -11.76, -3.71], [-20.47, -9.87, -8.94], [-22.54, -6.00, -6.01], [-18.39, -2.03, -6.53], [-22.28, -6.65, -8.01], [-21.39, -12.16, -9.75], [-16.91, -10.25, -7.63], [-18.41, -10.66, -0.39], [-20.59, -11.84, -10.40], [-20.86, -9.77, -1.93], [-15.66, -6.24, -7.31], [-20.76, -13.32, -2.17], [-22.86, -11.92, -5.39], [-19.90, -9.12, -8.75], [-22.99, -5.69, -5.27], [-20.59, -14.09, -4.28], [-20.83, -4.19, -0.97], [-17.86, -8.04, -9.42], [-20.67, -11.47, -4.70], [-24.62, -6.80, -5.83], [-20.75, -14.33, -1.92], [-18.55, -7.36, -1.79], [-19.85, -9.02, -3.89], [-20.79, -12.59, -1.42], [-16.62, -2.62, -6.69], [-17.10, -8.74, -9.35], [-20.70, -6.94, -2.19], [-21.41, -0.45, -6.20], [-16.57, -6.01, -6.36], [-22.60, -5.80, -3.33], [-21.08, -5.74, -0.08], [-18.73, -8.06, -8.27], [-20.44, -4.39, -5.32], [-20.84, -1.04, -4.64], [-20.94, -5.89, -2.31], [-19.56, -3.67, -8.06], [-15.78, -9.20, -2.52], [-17.72, -12.30, -6.13], [-21.20, -1.29, -5.57], [-15.52, -11.02, -2.80], [-17.55, -2.58, -6.10], [-20.65, -13.03, -3.42], [-19.52, -5.20, -0.75], [-14.87, -7.84, -6.33], [-17.55, -6.96, -1.58], [-17.56, -7.00, -9.61], [-16.95, -4.46, -8.66], [-21.07, -11.33, -11.19], [-17.17, -6.16, -2.79], [-22.59, -11.32, -6.24], [-22.09, -9.40, -2.41], [-23.73, -6.60, -9.52], [-24.72, -6.08, -4.20]], "relative_energy_kcal_mol": 0.0, "e_tot_ha": -2564.7962}